The following is a DFT calculation (ωB97M-V/def2-TZVPD) of a single C24H28N4O5S molecule in a non-equilibrium geometry.

Output
HOMO   -7.55 eV
Relative energy (zero: lowest compared OMol25 entry of this formula, charge and spin)   65.8 kcal per mole
E_tot   -52375.4021 eV

Structure (XYZ):
```
62
C24H28N4O5S, DFT ωB97M-V/def2-TZVPD
C 3.223 0.961 -1.689
C 2.706 2.091 -0.878
N 3.490 3.023 -0.373
N 2.706 3.885 0.280
C 3.276 5.029 0.929
C 1.405 3.538 0.213
C 0.325 4.344 0.831
C 1.364 2.369 -0.533
S -0.049 1.399 -0.932
O 0.132 0.792 -2.212
O -1.241 2.190 -0.729
N -0.097 0.204 0.232
C -0.583 0.587 1.540
C -1.998 0.017 1.762
O -2.261 -0.679 2.719
N -2.841 0.396 0.779
C -4.170 0.025 0.566
C -4.859 -0.828 1.421
C -6.182 -1.184 1.172
C -6.781 -0.663 0.052
C -6.091 0.195 -0.807
C -4.790 0.556 -0.576
O -6.915 0.567 -1.837
C -8.143 -0.090 -1.606
O -8.057 -0.850 -0.421
C 0.843 -0.838 0.094
C 0.684 -1.733 -0.956
C 1.615 -2.735 -1.158
C 2.712 -2.881 -0.318
C 3.723 -3.975 -0.557
C 3.815 -4.911 0.649
C 5.092 -3.377 -0.890
C 2.855 -1.985 0.735
C 1.940 -0.970 0.938
H 4.100 1.284 -2.244
H 3.511 0.131 -1.045
H 2.448 0.617 -2.368
H 4.354 4.969 0.805
H 3.028 5.032 1.992
H 2.910 5.952 0.477
H -0.638 3.968 0.495
H 0.418 5.389 0.539
H 0.375 4.293 1.919
H 0.060 0.203 2.334
H -0.626 1.677 1.601
H -2.453 1.029 0.080
H -4.356 -1.218 2.289
H -6.715 -1.846 1.833
H -4.258 1.216 -1.241
H -8.370 -0.755 -2.456
H -8.947 0.657 -1.508
H -0.161 -1.623 -1.615
H 1.481 -3.420 -1.983
H 3.389 -4.562 -1.419
H 4.189 -4.383 1.523
H 4.490 -5.736 0.433
H 2.835 -5.317 0.888
H 5.479 -2.804 -0.051
H 5.802 -4.168 -1.121
H 5.017 -2.716 -1.752
H 3.698 -2.068 1.404
H 2.092 -0.273 1.750
```

Partial charges, Mulliken, in e: C -1.170; C 0.340; N -1.058; N 0.861; C -0.867; C -0.495; C -1.802; C 1.104; S 1.353; O -0.696; O -0.871; N 0.838; C -0.558; C 0.369; O -0.693; N 0.210; C 0.376; C -0.365; C -1.183; C 1.067; C 0.855; C -1.328; O -0.498; C -0.266; O -0.480; C -0.422; C -0.309; C -1.273; C 1.353; C 0.085; C -1.491; C -1.453; C -0.448; C -0.802; H 0.508; H 0.087; H 0.290; H 0.299; H 0.300; H 0.300; H 0.259; H 0.542; H 0.361; H 0.492; H 0.236; H 0.039; H 0.554; H 0.421; H 0.518; H 0.237; H 0.238; H 0.534; H 0.316; H 0.393; H 0.285; H 0.464; H 0.353; H 0.278; H 0.476; H 0.328; H 0.253; H 0.359